Record 1
{
  "formula": "C10H15BrN3",
  "method": "wB97M-V/def2-TZVPD",
  "species": ["Br", "H", "H", "C", "H", "C", "C", "H", "H", "N", "C", "C", "C", "C", "C", "H", "H", "H", "C", "H", "N", "H", "H", "H", "C", "H", "N", "H", "H"],
  "coordinates": [[-3.370, -1.350, -0.360], [-0.844, 2.352, 1.648], [0.125, 4.824, -1.178], [0.968, 0.903, 0.079], [2.415, -3.274, 0.993], [1.443, -3.688, 0.834], [-2.639, 0.324, -0.072], [-0.032, -3.905, -0.666], [-1.346, 4.597, 0.073], [-1.418, 0.697, 0.219], [-0.706, 4.223, -0.776], [-1.292, 2.132, 0.671], [-0.213, 0.084, 0.007], [2.155, 0.503, 0.531], [-0.336, 2.788, -0.351], [1.689, -1.452, -1.325], [2.154, -0.393, 1.047], [0.729, -3.208, 1.530], [0.950, -3.375, -0.631], [1.426, -4.783, 1.125], [-0.157, -1.308, -0.348], [-0.909, -1.918, 0.065], [-2.325, 2.452, 0.641], [3.065, 1.150, 0.306], [0.905, -2.015, -0.774], [-1.380, 4.142, -1.620], [0.827, 2.264, -0.424], [1.656, -3.900, -1.273], [-3.537, 1.133, 0.030]],
  "atomic_forces_ev_per_a": [[0.4, -0.4, -0.2], [-0.2, -1.0, 0.0], [-0.2, -0.2, 0.9], [0.2, 1.9, -0.3], [0.7, 0.1, 0.2], [-1.2, -0.8, 0.8], [-3.5, 2.5, 0.7], [0.4, 0.6, -0.4], [1.1, 0.4, -0.9], [0.7, -0.4, 0.0], [-0.4, -1.4, 0.4], [-0.2, -0.1, -2.0], [-0.6, -1.5, 0.1], [0.9, 2.6, -1.4], [0.8, 1.1, 1.5], [-0.5, -0.3, 0.9], [0.7, -1.8, 0.8], [0.5, -0.1, -0.2], [-0.1, -5.4, 1.6], [0.2, 1.2, -0.8], [0.9, -0.5, 1.1], [0.7, 0.9, -0.6], [0.2, 0.6, 0.1], [-1.3, -1.1, 0.8], [-1.6, 5.6, -1.5], [-0.4, -0.1, -0.2], [-0.6, -0.8, -0.9], [-0.2, 0.3, -0.4], [2.7, -2.1, -0.1]],
  "lowdin_charge": [0.833, 0.160, 0.095, -0.310, 0.065, -0.056, -0.595, 0.145, 0.100, -0.105, -0.003, -0.019, -0.182, 0.095, -0.282, 0.174, 0.043, 0.079, -0.218, 0.109, 0.140, 0.103, 0.104, 0.118, -0.092, 0.077, 0.156, 0.131, 0.133],
  "homo_energy_ev": [-10.65, -10.74],
  "energy_ev": -85115.1052,
  "total_charge": 1
}

Record 2
{
  "formula": "C2N2O2S3",
  "method": "wB97M-V/def2-TZVPD",
  "species": ["S", "N", "O", "S", "C", "C", "N", "S", "O"],
  "coordinates": [[1.591, 1.685, 1.719], [0.885, -0.618, -1.197], [-2.765, -1.657, -1.228], [-1.433, -1.717, -1.824], [0.848, 0.657, 0.582], [-0.399, -0.746, -0.879], [1.551, 0.131, -0.416], [-0.848, 0.169, 0.562], [0.571, 2.095, 2.680]],
  "atomic_forces_ev_per_a": [[0.8, -0.2, -0.6], [-1.2, -1.5, -1.6], [-1.1, 0.0, 0.5], [0.9, -0.1, -0.5], [-1.1, -0.6, -0.4], [0.1, 0.8, 1.0], [1.4, 1.4, 1.4], [0.9, -0.2, -0.6], [-0.8, 0.3, 0.8]],
  "lowdin_charge": [0.953, -0.069, -0.544, 0.953, -0.860, -0.860, -0.069, 1.038, -0.544],
  "homo_energy_ev": -9.18,
  "energy_ev": -41651.4433,
  "total_charge": 0
}

Record 3
{
  "formula": "C9H16AuF6N3O6S2Sb",
  "method": "wB97M-V/def2-TZVPD",
  "species": ["Sb", "C", "C", "C", "O", "Au", "F", "S", "N", "O", "H", "H", "C", "H", "H", "H", "F", "H", "H", "H", "O", "F", "O", "O", "C", "N", "F", "H", "C", "H", "H", "C", "O", "H", "F", "N", "H", "H", "H", "C", "F", "H", "S", "C"],
  "coordinates": [[0.532, -0.622, -2.624], [-1.891, -1.640, 0.972], [-0.775, -3.121, 2.752], [-3.208, -2.350, 1.111], [3.379, -0.259, 1.381], [1.058, -0.181, -0.062], [5.502, 2.330, -1.375], [3.041, 2.478, -0.495], [-1.786, -0.584, 0.253], [2.937, 3.842, -0.857], [-0.249, 1.073, -4.539], [-1.793, -1.915, -2.473], [-0.673, -2.118, 1.653], [2.080, -1.815, -4.455], [-1.023, -2.285, -4.033], [2.765, -0.223, -4.034], [3.971, 1.896, -2.846], [2.294, -1.651, 1.816], [-1.283, 1.256, -3.093], [-1.806, -3.294, 3.042], [1.862, 1.637, -0.872], [4.447, 0.439, -1.317], [1.707, 1.211, 2.364], [-2.553, 0.034, -0.458], [4.218, 1.345, 3.309], [3.536, 2.242, 0.956], [4.005, 2.532, 3.841], [-0.459, -3.095, -2.551], [-0.263, 1.142, -3.453], [-3.905, -1.980, 0.362], [-3.086, -3.425, 0.980], [2.311, -1.129, -3.642], [1.535, -2.265, 1.936], [2.992, -1.599, -2.937], [5.465, 1.247, 2.886], [0.475, -1.687, 1.275], [0.348, 1.976, -3.115], [-0.323, -4.064, 2.439], [-3.642, -2.172, 2.096], [4.343, 1.743, -1.575], [3.968, 0.396, 4.202], [-0.202, -2.770, 3.610], [3.063, 1.072, 1.897], [-0.855, -2.169, -2.963]],
  "atomic_forces_ev_per_a": [[0.0, 0.0, 0.1], [-0.1, 0.0, 0.1], [0.0, 0.0, 0.0], [0.0, 0.0, 0.0], [0.0, 0.0, 0.0], [-0.1, 0.1, 0.0], [0.0, 0.0, 0.0], [0.0, -0.1, 0.1], [0.1, 0.0, -0.1], [0.0, 0.0, 0.0], [0.0, 0.0, 0.0], [0.0, 0.0, 0.0], [0.0, 0.0, -0.1], [0.0, 0.0, 0.0], [0.0, 0.0, 0.0], [0.0, 0.0, 0.0], [0.0, 0.0, 0.0], [0.0, 0.0, 0.0], [0.0, 0.0, 0.0], [0.0, 0.0, 0.0], [0.0, 0.2, -0.1], [0.0, -0.1, 0.0], [0.0, 0.0, 0.0], [0.0, 0.0, 0.0], [0.0, 0.0, 0.1], [0.0, -0.1, -0.1], [0.0, 0.0, 0.0], [0.0, 0.0, 0.0], [0.0, 0.0, 0.0], [0.0, 0.0, 0.0], [0.0, 0.0, 0.0], [0.0, 0.0, 0.0], [-0.1, 0.0, 0.0], [0.0, 0.0, 0.0], [0.0, 0.0, 0.0], [0.2, -0.1, 0.1], [0.0, 0.0, 0.0], [0.0, 0.0, 0.0], [0.0, 0.0, 0.0], [0.0, 0.0, 0.0], [0.0, 0.0, 0.0], [0.0, 0.0, 0.0], [0.0, 0.1, -0.1], [-0.1, -0.1, 0.0]],
  "lowdin_charge": [1.419, -0.245, 0.018, 0.000, -0.350, 0.862, 0.187, 0.641, -0.062, -0.199, 0.030, 0.004, -0.232, 0.025, 0.027, 0.016, 0.143, 0.060, 0.021, 0.083, -0.498, 0.134, -0.288, 0.076, -0.697, -0.270, 0.181, 0.020, -0.251, 0.088, 0.097, -0.260, -0.011, 0.017, 0.176, -0.117, 0.014, 0.112, 0.101, -0.684, 0.164, 0.108, 0.613, -0.275],
  "homo_energy_ev": [-12.17, -12.79],
  "energy_ev": -74540.3535,
  "spin_multiplicity": 3,
  "total_charge": 1
}

Record 4
{
  "formula": "C11H17BN6Zn",
  "method": "wB97M-V/def2-TZVPD",
  "species": ["H", "N", "C", "H", "C", "H", "H", "C", "N", "C", "H", "H", "H", "C", "C", "C", "Zn", "C", "H", "N", "N", "N", "H", "B", "H", "H", "C", "C", "H", "N", "H", "C", "H", "H", "H", "H"],
  "coordinates": [[1.130, -0.018, 4.930], [-0.805, -1.249, -1.882], [-2.403, -2.792, -1.838], [-0.316, 4.401, -1.909], [2.309, -1.053, 0.929], [-2.372, 1.524, 2.417], [-3.395, 0.273, 1.626], [-0.564, 2.806, -0.382], [1.440, -0.681, -1.053], [-2.212, -2.299, -0.534], [-2.346, -0.182, 3.000], [-2.698, -2.523, 0.413], [1.335, 1.811, 4.815], [2.705, -1.061, -1.276], [0.124, 2.313, -2.455], [1.344, 0.845, 4.265], [-1.019, 0.067, 0.825], [3.301, -1.318, -0.051], [-1.250, -2.278, -3.692], [0.026, 1.171, -1.755], [1.179, -0.656, 0.309], [-0.411, 1.473, -0.469], [0.836, -0.381, -3.281], [0.399, -0.298, -2.164], [-0.904, 3.251, 0.555], [3.034, -1.152, -2.304], [-2.427, 0.466, 2.117], [-0.256, 3.370, -1.632], [2.339, 0.711, 3.822], [-1.294, -1.321, -0.578], [4.308, -1.664, 0.068], [-1.487, -2.124, -2.646], [2.375, -1.107, 2.014], [0.622, 0.884, 3.425], [-3.117, -3.527, -2.154], [0.471, 2.316, -3.477]],
  "atomic_forces_ev_per_a": [[0.0, 0.7, -0.4], [-1.1, 0.0, 1.1], [0.2, -0.1, 0.1], [0.1, 0.3, -0.1], [-0.2, 0.3, -1.7], [-0.2, -0.4, 0.1], [0.3, 0.1, 0.2], [0.2, -1.1, -1.1], [0.1, -0.1, 0.9], [0.5, 1.1, -1.2], [-0.2, 0.3, -0.1], [0.0, 0.0, -0.4], [-0.1, -0.8, -0.3], [-0.3, -0.2, 0.6], [-0.3, 0.1, 0.8], [0.0, 0.1, -0.1], [0.8, -0.1, -0.2], [-0.1, 0.0, 0.0], [-0.1, 0.2, 0.2], [-0.8, 0.8, 0.8], [0.7, -0.2, -0.3], [0.3, 0.8, -1.3], [-0.1, 0.0, 0.2], [-0.2, 0.2, 1.9], [0.1, -0.1, -0.5], [0.2, 0.0, 0.3], [0.1, -0.1, 0.4], [0.1, -0.1, 0.1], [-0.2, 0.0, 0.2], [-0.2, -1.2, -1.5], [0.2, 0.0, 0.3], [0.0, -0.1, 0.8], [-0.1, 0.0, -0.4], [0.3, 0.0, 0.6], [0.0, -0.2, 0.0], [-0.1, 0.0, 0.1]],
  "lowdin_charge": [0.028, -0.003, -0.063, 0.085, -0.124, -0.037, -0.029, -0.111, -0.042, -0.112, -0.040, 0.114, 0.026, -0.093, -0.072, -0.054, 0.682, -0.073, 0.124, -0.009, 0.010, -0.044, 0.116, -0.458, 0.114, 0.118, -0.257, -0.064, 0.005, -0.050, 0.080, -0.068, 0.096, -0.004, 0.087, 0.122],
  "homo_energy_ev": -8.85,
  "energy_ev": -69719.5382,
  "total_charge": 0
}

Record 5
{
  "formula": "C6H14N2O2",
  "method": "wB97M-V/def2-TZVPD",
  "species": ["H", "H", "O", "H", "C", "H", "N", "C", "C", "H", "C", "C", "C", "H", "H", "H", "H", "H", "H", "H", "H", "N", "O", "H"],
  "coordinates": [[-2.871, 1.628, -0.149], [2.002, -0.992, 1.200], [-0.531, 0.735, 0.888], [-0.332, -0.842, 2.758], [-1.585, 0.131, 0.678], [1.110, 1.793, -0.261], [-1.904, -0.977, 1.392], [-0.881, -1.595, 2.212], [-2.656, 0.575, -0.275], [2.681, 0.692, 1.052], [2.512, -0.261, 0.578], [0.571, 1.368, -2.267], [1.781, -0.148, -0.722], [-3.600, 0.062, -0.119], [-1.328, -2.330, 2.883], [-0.228, -2.244, 1.611], [-2.605, -1.514, 0.907], [-2.403, 0.313, -1.310], [1.159, 2.087, -2.867], [0.464, 0.463, -2.838], [-0.375, 1.900, -2.122], [1.150, 1.097, -1.008], [1.760, -0.994, -1.570], [3.469, -0.720, 0.316]],
  "atomic_forces_ev_per_a": [[0.3, 0.3, -0.2], [-0.2, 0.3, 0.2], [0.4, 0.3, -0.6], [0.1, 0.1, 0.1], [-0.6, -0.5, 0.8], [-0.1, -0.1, -0.1], [0.5, 0.8, -1.0], [-0.3, -1.5, -0.1], [-0.2, -0.3, -0.5], [-0.1, 0.2, 0.4], [0.3, -0.5, -0.7], [-0.4, 0.7, -0.4], [0.7, -0.4, 0.4], [-0.1, -0.2, 0.3], [-0.2, 0.5, 0.3], [0.2, 0.5, -0.1], [-0.2, -0.4, 0.6], [0.3, 0.4, 0.1], [0.3, -0.2, 0.3], [0.0, -0.3, -0.1], [0.0, -0.2, 0.1], [-0.2, 0.4, 0.1], [-0.3, 0.0, -0.2], [0.0, 0.2, 0.1]],
  "lowdin_charge": [0.095, 0.092, 0.025, 0.089, -0.504, 0.167, 0.031, -0.055, 0.012, 0.093, 0.039, 0.004, -0.436, 0.085, 0.093, 0.091, 0.142, 0.092, 0.144, 0.107, 0.121, 0.174, 0.186, 0.112],
  "homo_energy_ev": [-13.69, -13.63],
  "energy_ev": -13516.3959,
  "spin_multiplicity": 2,
  "total_charge": 1
}

Record 6
{
  "formula": "CH8NO3",
  "method": "wB97M-V/def2-TZVPD",
  "species": ["C", "H", "O", "O", "O", "H", "N", "H", "H", "H", "H", "H", "H"],
  "coordinates": [[0.706, -0.648, 0.379], [0.356, 1.064, -1.150], [-2.133, 0.860, 0.433], [-0.102, -0.284, -0.666], [0.516, 2.010, -1.579], [-2.305, 1.355, -0.381], [0.350, -1.854, 1.085], [0.776, 0.181, 1.108], [1.759, -0.744, 0.055], [-0.645, -1.968, 1.198], [-1.353, 0.291, 0.082], [1.320, 2.418, -1.261], [0.755, -2.683, 0.697]],
  "atomic_forces_ev_per_a": [[0.4, 1.1, -0.5], [0.1, 0.5, -0.3], [0.1, -0.2, -0.4], [0.1, -0.4, 0.2], [-0.3, -0.2, -0.2], [0.0, 0.1, 0.3], [0.2, -0.3, 0.9], [-0.3, -0.1, 0.3], [0.1, -0.4, 0.0], [-0.1, 0.1, -0.2], [-0.2, 0.3, 0.0], [0.1, -0.2, 0.3], [-0.1, -0.2, -0.4]],
  "lowdin_charge": [-0.529, -0.018, -0.172, -0.316, -0.177, 0.003, -0.006, 0.093, 0.091, 0.051, -0.026, -0.024, 0.030],
  "homo_energy_ev": -3.93,
  "energy_ev": -8800.2074,
  "total_charge": -1
}

What are the energy relative to the best compared isomer or geometry (same formula, charge and spin) values for these records? In order: 47.94, 23.11, 0.00, 0.00, 8.40, 6.10 kcal per mole.